Here is a 2-piece molecular cluster, C3H4N2O3 overall at a distorted geometry from the OMol25 dataset. Energies are from the ωB97M-V functional and the def2-TZVPD basis.

For the energy above the lowest of the compared OMol25 structures with the same formula, charge and spin, the calculation gives 167.9 kcal/mol. For the calculated total energy, the calculation gives -451.7122 Ha. As for the LUMO energy: -0.0362 Ha. Its strongest force on any atom is 0.10205 Eh/bohr.

Last column: Mulliken charge in e.
Atoms and positions in Å:
C 0.826 0.116 -0.182  0.359
C 0.149 1.375 -0.009  -0.470
C -1.481 -0.372 -0.161  0.230
H 2.594 0.584 -0.349  0.376
H 0.091 2.422 0.279  0.341
H -2.139 1.745 0.305  0.335
H 1.435 -2.410 0.804  0.363
N -1.250 1.069 -0.189  -0.236
N -0.144 -0.882 0.053  0.350
O 2.087 -0.325 -0.236  -0.497
O -2.429 -1.151 -0.190  -0.586
O 0.261 -2.171 -0.125  -0.565

***

Here is an isolated ion of composition C4H11NO4P and charge -1 at a distorted geometry from the OMol25 dataset. Energies are from the ωB97M-V functional and the def2-TZVPD basis.

For the energy above the lowest of the compared OMol25 structures with the same formula, charge and spin, the calculation gives 64.6 kcal/mol. For the calculated total energy, the calculation gives -856.1273 Ha. As for the charge: -1. As for the LUMO energy: 0.1064 Ha. As for the SMILES: C[C@@H](OP(=O)([O-])[O-])[NH+](C)C. Its strongest force on any atom is 0.11588 Eh/bohr.

Last column: Mulliken charge in e.
Atoms and positions in Å:
C -0.380 1.958 1.197  -1.527
C -1.245 -1.370 -0.376  -0.687
C 0.645 -1.327 1.050  -1.012
C -0.197 0.930 0.131  0.227
N -0.541 -0.506 0.604  0.029
O 2.199 1.051 -2.694  -0.805
O 1.655 -1.225 -1.653  -0.846
O -0.291 0.418 -2.380  -0.767
O 1.195 0.961 -0.421  -0.536
P 1.169 0.224 -2.030  0.811
H 0.181 1.627 2.162  0.289
H -0.043 2.967 0.674  0.314
H -1.372 2.165 1.585  0.378
H -0.630 -1.473 -1.238  0.303
H -1.730 -2.310 -0.048  0.309
H -2.041 -0.660 -0.601  0.365
H 1.346 -1.521 0.218  0.321
H 1.423 -0.699 1.639  0.251
H 0.248 -2.120 1.522  0.584
H -0.600 1.177 -0.856  0.593
H -0.990 -0.266 1.514  0.405

***

Here is a 2-piece molecular cluster, CHFI2S overall at a distorted geometry from the OMol25 dataset. Energies are from the ωB97M-V functional and the def2-TZVPD basis.

For the energy above the lowest of the compared OMol25 structures with the same formula, charge and spin, the calculation gives 5.1 kcal/mol. For the calculated total energy, the calculation gives -1132.1191 Ha. As for the LUMO energy: -0.0435 Ha. As for the SMILES: FC=S.II. Its strongest force on any atom is 0.03521 Eh/bohr.

Last column: Mulliken charge in e.
Atoms and positions in Å:
C -1.439 0.017 -0.936  0.194
F -1.350 0.145 0.376  -0.139
S -2.728 -0.185 -1.803  -0.231
I 1.868 0.325 1.242  0.085
I 4.063 -0.252 2.369  -0.075
H -0.414 -0.049 -1.248  0.165